Molecular formula: C45H85Br24INO4
Method: DFT, ωB97M-V/def2-TZVPD

DFT total energy in Eh: -64195.2694
Lowest unoccupied orbital energy in eV: 1.0
Total charge: -1
HOMO-LUMO gap in eV: 5.813

```
160
Properties=species:S:1:pos:R:3:forces:R:3
C 5.3554 3.2936 1.9927 -0.6 -0.4 -0.9
C 5.2192 2.3497 1.2441 -1.2 -0.8 0.8
C 4.8113 1.1067 0.4909 0.6 1.5 -0.4
I 2.6773 0.8837 1.0202 -0.2 0.0 0.4
C 4.8192 1.5327 -1.0718 0.7 -0.4 -1.4
O 5.9519 1.6654 -1.5683 0.5 -0.1 0.6
O 3.7620 1.6604 -1.6834 -1.2 0.1 0.5
N 5.6577 -0.0292 0.7594 -0.6 -0.1 1.4
C 5.0249 -1.3412 0.5790 0.7 -0.7 -1.3
C 4.4702 -1.6139 -0.8351 -0.6 -1.2 0.6
C 3.7036 -2.9889 -0.7703 -0.2 0.8 0.2
C 2.1907 -2.8720 -1.0866 0.2 -1.1 0.4
C 1.3132 -2.7474 0.1746 -0.6 0.3 -0.7
C -0.1810 -3.0335 -0.1242 0.2 0.4 1.1
C -0.9769 -2.9261 1.2267 0.1 0.3 -0.6
C -2.2025 -1.9888 1.1451 -0.2 -0.3 -0.1
C -3.3519 -2.4970 0.2230 0.2 -0.4 0.5
C -4.5785 -3.0321 1.0087 0.5 0.4 0.2
C -5.3276 -1.9559 1.8275 -0.1 -0.1 -1.1
C -5.9712 -0.8424 0.9393 -0.6 -0.6 0.9
C -7.5106 -1.0487 0.7349 0.6 0.6 0.1
C -8.3356 0.2554 0.9614 0.2 -0.2 -0.6
C -9.2924 0.5974 -0.1994 -0.4 -0.3 0.3
C -10.2191 -0.5693 -0.6289 0.0 0.9 0.0
C 6.2667 -0.0234 2.0717 0.7 -0.5 0.2
O 5.3012 0.0207 3.1407 0.1 0.0 -0.4
O 5.6969 1.0264 4.0521 0.2 0.2 0.7
H 5.4499 4.2701 2.4100 0.2 -0.2 0.2
H 5.8321 -2.0855 0.6949 -0.1 0.3 0.1
H 4.3000 -1.6114 1.3664 -0.1 0.6 -0.3
H 3.7712 -0.8453 -1.1770 0.3 0.0 0.0
H 5.2822 -1.7525 -1.5576 0.0 0.6 0.2
H 3.7683 -3.3811 0.2588 0.1 0.0 -0.3
H 4.2003 -3.7284 -1.4111 -0.2 0.2 0.0
H 1.9803 -2.0573 -1.7898 0.1 -0.1 0.1
H 1.8908 -3.8235 -1.5620 0.0 0.3 -0.1
H 1.6523 -3.4128 0.9822 0.1 0.0 -0.3
H 1.3422 -1.7177 0.5543 0.3 -0.2 0.1
H -0.3145 -4.0157 -0.6019 0.1 0.5 0.2
H -0.5358 -2.2318 -0.7897 0.0 -0.4 -0.1
H -0.2889 -2.4764 1.9589 -0.2 -0.3 0.0
H -1.2425 -3.9290 1.5940 -0.1 0.2 0.0
H -1.8458 -1.0203 0.7662 -0.1 -0.1 0.2
H -2.6129 -1.8356 2.1547 0.3 0.1 -0.2
H -2.9439 -3.3489 -0.3377 -0.2 0.4 -0.2
H -3.6384 -1.7027 -0.4771 0.0 -0.3 0.0
H -5.2630 -3.5606 0.3255 0.1 0.2 0.1
H -4.1959 -3.7629 1.7372 -0.3 0.2 -0.5
H -4.6303 -1.4993 2.5382 -0.2 -0.2 0.0
H -6.1455 -2.4631 2.3607 0.3 0.2 0.3
H -5.4973 -0.8276 -0.0474 0.1 0.3 0.3
H -5.8290 0.1048 1.4729 0.1 0.0 -0.4
H -7.6350 -1.4232 -0.2895 -0.3 0.0 0.3
H -7.8748 -1.8011 1.4475 0.1 0.0 -0.4
H -8.8965 0.1685 1.9024 0.0 0.0 -0.2
H -7.6339 1.0926 1.0861 -0.2 -0.1 0.0
H -9.9563 1.4145 0.1223 0.2 0.0 -0.1
H -8.7463 0.9825 -1.0729 0.1 -0.2 0.2
H -9.6919 -1.5216 -0.7270 -0.2 0.1 0.0
H -11.0419 -0.6460 0.0947 0.2 -0.3 -0.1
H -10.6616 -0.2808 -1.5920 0.0 -0.4 0.2
H 7.0351 0.7438 2.2013 -0.6 0.3 0.0
H 6.8017 -0.9754 2.2191 -0.2 0.1 -0.4
H 4.9353 1.6326 4.0547 0.1 -0.2 -0.3
Br -3.3422 -5.3931 3.3626 0.3 -0.2 0.4
C -3.7773 -5.3937 5.2575 0.0 -0.2 -0.2
C -4.7734 -4.3181 5.5875 0.2 0.1 0.2
Br -3.9379 -2.5615 5.6405 -0.1 0.0 -0.1
H -2.8415 -5.2914 5.7953 0.0 0.1 0.0
H -4.1985 -6.3752 5.4549 -0.1 0.0 0.0
H -5.1816 -4.4683 6.5834 0.0 -0.1 0.0
H -5.5871 -4.2588 4.8722 0.0 -0.1 0.0
Br -6.5199 -6.6487 1.7727 0.0 -0.1 0.1
C -7.1719 -8.3914 2.3523 -0.1 0.3 -0.2
C -7.3320 -8.4767 3.8464 0.1 -0.2 0.1
Br -5.6316 -8.7039 4.7600 0.0 0.0 -0.1
H -6.4834 -9.1306 1.9540 0.0 0.0 0.1
H -8.1404 -8.5018 1.8676 0.0 -0.1 0.1
H -7.9115 -9.3585 4.1140 0.0 0.0 -0.1
H -7.8006 -7.5945 4.2734 0.0 0.0 -0.1
Br -7.4591 -3.5458 8.0430 -0.1 0.1 0.0
C -8.8069 -2.4783 7.1254 -0.1 -0.1 0.2
C -9.4502 -3.2396 5.9958 0.0 0.1 -0.3
Br -8.2910 -3.3344 4.4360 0.0 -0.1 0.0
H -8.3158 -1.5660 6.8001 0.0 -0.1 -0.1
H -9.5442 -2.2386 7.8892 0.0 0.0 0.0
H -10.3452 -2.7242 5.6522 0.0 0.0 0.1
H -9.7031 -4.2611 6.2634 0.0 0.0 0.1
Br 7.5198 4.8805 -6.0378 0.0 0.0 -0.1
C 5.8409 4.4738 -5.1243 0.0 0.1 0.2
C 5.8017 3.0516 -4.6413 -0.3 -0.1 0.0
Br 5.4565 1.8078 -6.1027 0.1 0.0 0.0
H 5.0417 4.7111 -5.8197 0.0 0.0 0.0
H 5.8030 5.1624 -4.2827 0.0 -0.1 0.0
H 4.9771 2.9037 -3.9426 0.1 0.0 0.1
H 6.7245 2.7321 -4.1692 -0.1 0.0 0.1
Br -11.2555 0.9798 -4.0831 0.0 0.0 0.0
C -12.4207 -0.4936 -4.5868 0.2 0.2 -0.1
C -13.8618 -0.0625 -4.6469 -0.2 -0.2 0.1
Br -14.6292 0.1109 -2.8664 0.0 0.1 0.0
H -12.2452 -1.2930 -3.8725 -0.1 0.0 0.0
H -12.0747 -0.8069 -5.5700 -0.1 0.0 0.0
H -14.4660 -0.8183 -5.1453 0.1 0.0 0.0
H -13.9984 0.8928 -5.1442 0.1 0.0 0.0
Br 2.9002 2.3905 5.2250 -0.3 0.2 0.1
C 2.4797 1.1340 6.6458 0.3 0.0 -0.1
C 1.7849 -0.0882 6.1055 -0.2 -0.1 0.1
Br -0.0828 0.2759 5.6921 0.0 0.0 -0.1
H 1.8885 1.6719 7.3808 -0.1 -0.1 0.0
H 3.4400 0.8648 7.0824 0.0 -0.1 0.0
H 1.7618 -0.8770 6.8553 0.0 0.0 0.0
H 2.2421 -0.4683 5.1959 0.0 0.1 0.0
Br -3.0263 -5.6995 9.0048 -0.1 0.0 -0.1
C -4.8094 -6.0515 9.6960 0.2 0.1 0.1
C -4.9758 -7.4961 10.0843 -0.3 -0.2 -0.1
Br -5.2209 -8.6405 8.5265 0.1 0.1 0.1
H -5.5147 -5.7336 8.9331 0.0 -0.1 0.0
H -4.9072 -5.4080 10.5685 0.0 -0.1 0.0
H -5.8793 -7.6295 10.6766 0.0 0.1 0.0
H -4.1251 -7.8881 10.6333 0.0 0.1 0.0
Br 7.7375 2.8254 0.4747 1.4 0.8 -0.3
C 9.0626 3.4614 -0.7997 -0.2 -0.5 0.1
C 10.4311 2.8855 -0.5390 0.2 0.2 -0.2
Br 11.3023 3.7550 0.9757 0.0 -0.1 0.0
H 9.0448 4.5467 -0.7540 0.1 0.0 0.0
H 8.6929 3.1329 -1.7721 0.1 0.0 0.0
H 11.0948 3.0638 -1.3844 0.0 0.0 0.0
H 10.4069 1.8227 -0.3200 -0.1 0.0 0.0
Br 7.3434 8.9552 -7.7437 0.0 0.1 0.0
C 8.9923 7.9438 -7.9182 -0.3 -0.1 0.0
C 10.0447 8.4330 -6.9623 0.2 -0.1 -0.1
Br 10.8456 10.1009 -7.5812 0.0 0.1 0.0
H 9.2956 8.0136 -8.9596 0.0 0.1 0.0
H 8.7190 6.9152 -7.6906 0.0 0.0 0.1
H 10.8693 7.7251 -6.9054 0.0 0.0 0.0
H 9.6613 8.6177 -5.9637 -0.1 0.0 -0.1
Br 9.0618 10.3763 -11.3349 0.0 -0.1 0.0
C 7.5673 10.3880 -12.5840 0.2 0.2 0.1
C 6.2624 10.1222 -11.8815 -0.2 -0.2 -0.1
Br 6.0627 8.2391 -11.4453 0.0 0.0 0.0
H 7.7918 9.6555 -13.3533 -0.1 0.0 0.0
H 7.5695 11.3844 -13.0225 0.0 0.0 0.0
H 5.4219 10.3557 -12.5325 0.1 0.0 0.0
H 6.1608 10.6744 -10.9515 0.1 0.0 0.0
Br 14.4326 11.3332 -4.1404 0.0 0.1 0.0
C 13.0096 12.3283 -5.0204 0.1 -0.3 0.0
C 13.5591 13.2967 -6.0324 -0.1 0.2 0.0
Br 14.3142 14.8763 -5.1777 0.1 0.0 0.0
H 12.4320 12.8111 -4.2381 0.0 0.1 0.0
H 12.3962 11.5759 -5.5113 0.0 0.0 0.0
H 12.7625 13.6727 -6.6717 0.0 0.0 0.0
H 14.3427 12.8669 -6.6487 0.0 -0.1 0.1
Br -2.0593 -5.5507 -1.8793 0.0 -0.3 -0.2
C -2.5625 -7.3262 -1.2710 -0.2 0.2 -0.2
C -2.6215 -7.3721 0.2302 0.2 -0.3 0.2
Br -0.8326 -7.4800 1.0072 -0.2 0.1 -0.1
H -1.8507 -8.0326 -1.6879 0.0 0.0 0.1
H -3.5440 -7.5059 -1.7069 0.0 0.0 0.1
H -3.1265 -8.2734 0.5738 0.0 0.0 -0.1
H -3.1113 -6.5026 0.6592 0.0 0.0 0.0
```
Forces are in eV/Å.